116
Properties=species:S:1:pos:R:3:lowdin_charge:R:1 method="wB97M-V/def2-TZVPD" homo_lumo_gap_ev="4.9 / 4.6" s_squared=8.88 charge=-1 e_above_lowest_ev=0.000 spin_multiplicity=6
C -2.242 1.665 -1.596 -0.26
H 3.881 1.752 6.414 0.09
C 3.357 1.265 4.408 -0.04
C -1.688 -4.682 3.665 -0.01
C -1.971 -0.528 1.162 -0.67
C -1.328 -3.785 -5.462 -0.10
H -1.079 3.258 -2.468 0.09
H -3.363 -1.034 -3.330 0.11
H -1.836 -4.492 -6.107 0.09
H -3.350 -0.108 -1.062 0.09
C 2.891 2.294 -0.875 -0.10
H -4.174 1.200 1.218 0.08
C 2.383 0.321 2.200 -0.28
C 1.677 0.665 -1.945 -0.27
C -1.140 -4.139 2.517 -0.10
C -0.214 4.525 0.013 -0.13
C 1.018 3.790 2.382 -0.08
O -0.899 -0.121 0.580 -0.13
C -1.339 -3.974 -4.099 -0.02
O 2.535 -4.308 -0.702 -0.31
C -4.836 3.669 -0.810 -0.11
H -3.873 -6.797 2.150 0.09
C 4.932 -1.344 -0.442 -0.10
H -2.874 -5.769 0.101 0.11
H 5.769 -1.235 -1.126 0.08
C -1.610 1.797 -3.931 -0.09
N -1.034 -3.803 -0.998 0.21
H 1.227 6.110 -0.074 0.10
O -2.613 -1.535 0.851 0.03
H -0.389 2.189 2.452 0.08
P 2.822 -2.854 -0.065 0.80
H -4.332 7.258 0.488 0.09
N 0.196 -1.789 -1.618 0.07
C -0.512 -2.917 -1.884 -0.28
H 2.505 -4.030 3.062 0.07
H 3.910 2.078 3.956 0.10
H -1.653 0.722 2.878 0.09
H -1.362 -4.348 4.642 0.11
H 2.323 -5.051 1.613 0.08
C -2.885 -0.079 -3.146 -0.08
C -1.558 -4.536 1.261 -0.10
H 2.594 -0.097 7.429 0.09
C 2.516 1.235 0.064 -0.31
H -6.743 4.346 -1.522 0.10
Mn 0.834 -1.240 0.173 0.84
C 3.000 -4.401 2.166 -0.10
C -0.668 -2.675 -6.041 -0.10
C 3.760 4.297 -1.804 -0.09
C 3.333 1.077 5.768 -0.11
C 1.897 -0.684 4.182 -0.12
H 5.304 -1.488 0.573 0.08
C -0.020 -1.744 -5.261 -0.04
C 1.242 -1.357 3.117 -0.27
C 2.631 0.371 3.603 -0.12
C 1.878 -0.863 5.577 -0.03
C 3.187 3.969 -3.042 -0.09
H 3.305 4.650 -3.877 0.09
C -5.831 4.617 -1.004 -0.10
Ge -2.337 2.521 0.145 1.02
H 4.316 5.222 -1.708 0.10
H -3.127 -6.099 4.383 0.09
C -4.480 6.248 0.121 -0.10
C -0.154 -3.055 2.325 -0.30
N 1.153 0.009 -2.946 0.21
H 4.043 3.712 0.257 0.11
H -0.692 4.838 -0.908 0.09
C -2.486 0.370 2.271 -0.16
H -0.682 -2.558 -7.118 0.09
C -0.675 -3.033 -3.301 -0.14
H 1.505 3.482 3.299 0.10
C -2.257 0.596 -4.184 -0.10
C -3.646 3.983 -0.146 -0.25
C 2.594 0.015 6.351 -0.11
C 0.865 5.257 0.487 -0.10
C -2.670 -5.652 3.509 -0.09
C -3.094 -6.051 2.238 -0.09
N 0.405 -2.428 3.295 0.20
H 4.320 -0.441 -0.475 0.06
H 2.565 -5.617 -2.254 0.09
C 2.537 -4.540 -2.115 -0.09
H 3.415 -4.088 -2.574 0.08
H -6.425 6.659 -0.691 0.09
O 3.408 -3.284 1.373 -0.30
O 4.188 -2.491 -0.870 -0.31
C -0.027 -1.930 -3.874 -0.13
C -5.653 5.914 -0.539 -0.11
H 1.301 -1.667 6.017 0.10
C 1.475 4.896 1.682 -0.10
C -0.060 3.058 1.899 -0.09
H 0.483 -0.888 -5.694 0.11
H -1.849 -4.814 -3.646 0.11
C -2.544 -5.489 1.093 -0.01
H -4.983 2.665 -1.200 0.10
N 1.799 0.285 -0.636 0.06
H 2.030 2.521 -4.157 0.11
H -3.163 -0.208 2.900 0.11
C -3.216 1.553 1.611 -0.24
H -3.445 2.338 2.337 0.07
C -0.705 3.419 0.717 -0.25
H 2.315 5.469 2.058 0.10
H 1.631 -4.143 -2.574 0.07
N 1.560 -0.739 1.951 0.05
H -1.099 2.319 -4.732 0.10
C -1.602 2.324 -2.646 -0.10
H -2.586 5.570 0.845 0.09
N 2.842 1.238 1.318 0.20
C 0.510 -1.157 -2.791 -0.26
C 2.346 1.958 -2.107 -0.10
C 3.618 3.465 -0.707 -0.02
C -2.881 0.453 -1.862 -0.09
N 0.032 -2.889 0.959 0.04
C -0.837 -3.701 0.276 -0.29
H 3.891 -4.963 2.442 0.08
H -2.250 0.172 -5.181 0.09
C -3.490 5.290 0.317 -0.10
C 2.476 2.793 -3.209 -0.02